1.
This record from the Open Molecules 2025 dataset describes 4 unconnected molecules or ions with the total composition C15H36ClNO2 at a distorted geometry. The level of theory is wB97M-V/def2-TZVPD.

Geometry as XYZ:
```
55
C15H36ClNO2 (wB97M-V/def2-TZVPD)
C 3.40046 -3.35454 0.64316
C 3.65537 -1.84290 1.05186
C 2.46354 -1.43810 2.01416
C 1.06764 -1.24100 1.39099
N -0.01210 -0.58792 2.30260
C 0.30979 0.78523 2.59582
C 0.03656 1.16865 4.07134
C -0.71018 -0.18324 4.58042
C -0.16687 -1.25273 3.62243
C -1.34444 -0.55907 1.59952
C -2.00421 -1.99996 1.52876
C -3.13477 -2.04727 0.41478
H 4.29797 -3.83071 0.06505
H 2.66995 -3.32377 -0.11598
H 3.23166 -4.24469 1.22199
H 3.65965 -1.24741 0.20563
H 4.61636 -1.91190 1.68247
H 2.84180 -0.86297 2.70839
H 2.52009 -2.22971 2.63539
H 0.76390 -2.12699 0.99583
H 1.21002 -0.61376 0.40119
H -0.15155 1.41277 1.89265
H 1.31117 1.16225 2.53188
H -0.70346 1.77241 4.00492
H 1.09647 1.26658 4.62842
H -1.73322 -0.03503 4.42669
H -0.67336 -0.59316 5.56147
H -0.91765 -2.08984 3.76337
H 0.71452 -1.54096 4.02257
H -0.98415 0.13716 0.53064
H -1.98883 0.11530 2.04374
H -2.35955 -2.30248 2.44302
H -1.24216 -2.77580 1.38434
H -2.84386 -1.69549 -0.58399
H -3.90110 -1.34613 0.50788
H -3.60687 -2.96179 0.33381
Cl -0.54388 1.94578 -1.00295
C 2.23019 4.76916 -4.89333
C 1.84638 3.51763 -4.06462
O 0.66577 3.87324 -3.32658
H 1.56139 4.74516 -5.69015
H 3.25990 4.87206 -5.24221
H 1.84449 5.64059 -4.47867
H 2.55140 3.09236 -3.43258
H 1.54673 2.51595 -4.59261
H 0.37600 3.10236 -2.74689
C -3.82144 0.34039 -4.37997
C -2.51994 0.65270 -3.66335
O -2.41244 0.21384 -2.37313
H -3.70107 -0.71081 -4.61214
H -4.10530 0.91025 -5.21083
H -4.56547 0.28563 -3.66662
H -2.60872 1.66038 -3.45052
H -1.48439 0.42221 -4.19139
H -1.50819 0.57012 -2.08867
```

The orbital gap is 7.96 eV. The calculation puts the largest force on an atom at 8.9 eV Å⁻¹. Its HOMO energy is -8.0 eV.

These are the Löwdin partial charges, in e, on atoms 1 to 8:
1. C -0.118
2. C -0.162
3. C -0.181
4. C -0.039
5. N -0.213
6. C -0.165
7. C -0.048
8. C -0.105

---

2.
This record from the Open Molecules 2025 dataset describes a molecular structure, C15H36F3NO7Y at a distorted geometry. The level of theory is wB97M-V/def2-TZVPD.

Geometry as XYZ:
```
63
C15H36F3NO7Y (wB97M-V/def2-TZVPD)
Y -2.38583 -4.32536 -1.64343
C 0.53613 -1.69496 -0.74120
C 0.85689 -3.09280 -1.25614
O -0.22295 -3.79650 -1.83106
H 1.49737 -1.21498 -0.53763
H 0.11249 -1.71791 0.26395
H -0.06402 -1.14175 -1.46066
H 1.34210 -3.64876 -0.43355
H 1.70325 -3.09051 -1.95747
C -3.46294 -2.40468 0.98607
O -4.56710 -2.05236 0.22084
O -2.64792 -3.22436 0.24170
C -2.74848 -1.18247 1.52024
F -3.45042 -0.67878 2.53846
F -1.51607 -1.52790 1.92861
F -2.59216 -0.22605 0.60365
C -5.76054 -2.74124 0.58726
C -6.87145 -2.35639 -0.35440
H -7.77170 -2.89135 -0.05317
H -7.03663 -1.28254 -0.29014
H -6.67026 -2.60836 -1.39694
H -6.07147 -2.53406 1.61513
H -5.55720 -3.82536 0.54825
H -3.77950 -2.97908 1.86648
O 0.16857 -5.23970 -4.30160
H 1.11396 -5.36553 -4.45037
H 0.12278 -4.45954 -3.73082
O 0.53538 -4.00476 2.21867
H 0.25364 -3.72875 1.34306
H 0.33153 -3.25918 2.79610
O 1.71574 -6.46063 -1.89520
H 1.03422 -5.78135 -1.94982
H 1.92781 -6.54055 -0.95822
C 0.51273 4.82419 2.01696
C 0.96536 4.04208 0.78641
C 1.42472 5.03365 -0.28813
C 2.39861 4.44792 -1.29278
C 3.58575 3.87305 -0.50303
C 3.15116 2.67625 0.33751
N 2.02934 3.10412 1.18385
O 1.55580 2.03748 1.96197
C 2.76065 1.51689 -0.58606
C 4.34708 2.29988 1.23249
C -0.23567 3.28010 0.20962
H 0.21441 4.07200 2.75307
H -0.40598 5.38014 1.81464
H 1.27818 5.49976 2.38449
H 0.52834 5.33113 -0.84690
H 1.79083 5.97218 0.13466
H 2.76480 5.19357 -1.99929
H 1.93361 3.65107 -1.87723
H 3.89841 4.71307 0.11967
H 4.31219 3.56910 -1.25577
H 3.57026 1.10916 -1.19867
H 2.49287 0.65980 0.04719
H 1.91965 1.69033 -1.25723
H 4.24148 1.27173 1.59806
H 5.29381 2.39829 0.71463
H 4.19163 2.87388 2.14615
H -0.51147 2.43004 0.84466
H -0.06076 2.81574 -0.76479
H -1.13144 3.90014 0.17908
H 1.10843 1.41173 1.36814
```

The orbital gap is 3.29 eV. The calculation puts the largest force on an atom at 5.9 eV Å⁻¹. Its HOMO energy is -9.9 eV. As for the total charge: +1.

These are the Löwdin partial charges, in e, on atoms 1 to 8:
1. Y 1.989
2. C -0.060
3. C -0.360
4. O -0.431
5. H 0.072
6. H 0.049
7. H 0.088
8. H 0.108

---

3.
This record from the Open Molecules 2025 dataset describes a single C15H36FNO2P2S2 molecule at a distorted geometry. The level of theory is wB97M-V/def2-TZVPD.

Geometry as XYZ:
```
59
C15H36FNO2P2S2 (wB97M-V/def2-TZVPD)
C -0.68435 -6.74945 1.55405
C -1.20747 -5.79371 0.38652
C -0.01164 -5.49715 -0.57797
C 0.96665 -4.38235 -0.03467
C 0.25552 -2.97567 -0.20411
C 0.54223 -2.30954 -1.60029
C -0.69321 -1.43237 -2.03201
C -0.39629 0.13456 -2.00579
C -0.81112 0.63589 -0.58669
P -0.14545 2.31381 -0.03095
S -0.26978 3.19300 -2.02120
C -1.42050 3.55713 0.63679
C -1.01237 5.05474 0.36492
C -1.82714 5.98598 1.36231
S -3.56430 6.11609 0.67248
C 1.67373 2.82510 0.08071
C 2.70893 1.69903 -0.26500
C 3.31122 1.81470 -1.71678
F 3.80052 1.88030 0.60843
P -0.00458 1.48917 2.07153
N -1.38148 0.85393 2.54662
O 1.18700 0.30857 2.24532
O 0.43530 2.70579 3.17106
H 0.07620 -7.44997 1.15381
H -0.23614 -6.06612 2.31502
H -1.57654 -7.25356 1.98047
H -2.10234 -6.21689 -0.12648
H -1.57497 -4.87838 0.91800
H -0.39291 -5.18644 -1.58096
H 0.57536 -6.43304 -0.74082
H 1.19110 -4.56312 1.04373
H 1.89734 -4.36589 -0.65129
H -0.83601 -3.18283 -0.07224
H 0.51092 -2.27423 0.63413
H 0.67167 -3.15107 -2.32833
H 1.47049 -1.69847 -1.62276
H -1.51688 -1.57439 -1.28529
H -1.14545 -1.74271 -3.00605
H 0.67286 0.33600 -2.23710
H -1.02952 0.55406 -2.82190
H -1.92996 0.70539 -0.55901
H -0.56826 -0.18837 0.13523
H 0.76888 2.59797 -2.71228
H -1.62183 3.41515 1.71787
H -2.36863 3.31151 0.09616
H -1.30557 5.39321 -0.65674
H 0.08669 5.22770 0.44084
H -1.94710 5.53279 2.36613
H -1.39779 7.01209 1.39241
H -3.84806 4.90405 0.09083
H 1.83305 3.63962 -0.66555
H 1.93650 3.25979 1.07846
H 2.32220 0.66747 -0.14082
H 4.40352 1.60474 -1.63735
H 2.86954 0.99215 -2.33486
H 3.10435 2.78827 -2.20377
H -2.10585 0.91718 1.83738
H 1.16806 -0.32717 1.52484
H 0.49362 2.26600 4.03301
```

The orbital gap is 8.77 eV. As for the SMILES: CCCCCCCCCP(S)(CCCS)(C[C@@H](C)F)P(=N)(O)O. The calculation puts the largest force on an atom at 2.8 eV Å⁻¹. Its HOMO energy is -8.4 eV.

These are the Löwdin partial charges, in e, on atoms 1 to 8:
1. C -0.111
2. C -0.252
3. C -0.228
4. C -0.190
5. C -0.209
6. C -0.185
7. C -0.192
8. C -0.278

---

Q: Which of these has the lowest orbital gap?
A: C15H36F3NO7Y

---

Q: What is the formula in the second record?
A: C15H36F3NO7Y

---

Repeat the first record exactly.
This record from the Open Molecules 2025 dataset describes 4 unconnected molecules or ions with the total composition C15H36ClNO2 at a distorted geometry. The level of theory is wB97M-V/def2-TZVPD.

Geometry as XYZ:
```
55
C15H36ClNO2 (wB97M-V/def2-TZVPD)
C 3.40046 -3.35454 0.64316
C 3.65537 -1.84290 1.05186
C 2.46354 -1.43810 2.01416
C 1.06764 -1.24100 1.39099
N -0.01210 -0.58792 2.30260
C 0.30979 0.78523 2.59582
C 0.03656 1.16865 4.07134
C -0.71018 -0.18324 4.58042
C -0.16687 -1.25273 3.62243
C -1.34444 -0.55907 1.59952
C -2.00421 -1.99996 1.52876
C -3.13477 -2.04727 0.41478
H 4.29797 -3.83071 0.06505
H 2.66995 -3.32377 -0.11598
H 3.23166 -4.24469 1.22199
H 3.65965 -1.24741 0.20563
H 4.61636 -1.91190 1.68247
H 2.84180 -0.86297 2.70839
H 2.52009 -2.22971 2.63539
H 0.76390 -2.12699 0.99583
H 1.21002 -0.61376 0.40119
H -0.15155 1.41277 1.89265
H 1.31117 1.16225 2.53188
H -0.70346 1.77241 4.00492
H 1.09647 1.26658 4.62842
H -1.73322 -0.03503 4.42669
H -0.67336 -0.59316 5.56147
H -0.91765 -2.08984 3.76337
H 0.71452 -1.54096 4.02257
H -0.98415 0.13716 0.53064
H -1.98883 0.11530 2.04374
H -2.35955 -2.30248 2.44302
H -1.24216 -2.77580 1.38434
H -2.84386 -1.69549 -0.58399
H -3.90110 -1.34613 0.50788
H -3.60687 -2.96179 0.33381
Cl -0.54388 1.94578 -1.00295
C 2.23019 4.76916 -4.89333
C 1.84638 3.51763 -4.06462
O 0.66577 3.87324 -3.32658
H 1.56139 4.74516 -5.69015
H 3.25990 4.87206 -5.24221
H 1.84449 5.64059 -4.47867
H 2.55140 3.09236 -3.43258
H 1.54673 2.51595 -4.59261
H 0.37600 3.10236 -2.74689
C -3.82144 0.34039 -4.37997
C -2.51994 0.65270 -3.66335
O -2.41244 0.21384 -2.37313
H -3.70107 -0.71081 -4.61214
H -4.10530 0.91025 -5.21083
H -4.56547 0.28563 -3.66662
H -2.60872 1.66038 -3.45052
H -1.48439 0.42221 -4.19139
H -1.50819 0.57012 -2.08867
```

The orbital gap is 7.96 eV. The calculation puts the largest force on an atom at 8.9 eV Å⁻¹. Its HOMO energy is -8.0 eV.

These are the Löwdin partial charges, in e, on atoms 1 to 8:
1. C -0.118
2. C -0.162
3. C -0.181
4. C -0.039
5. N -0.213
6. C -0.165
7. C -0.048
8. C -0.105